{"formula": "C21H45N16O7P", "method": "ωB97M-V/def2-TZVPD", "total_charge": 0, "gap_ev": 8.2, "species": ["C", "H", "N", "N", "H", "N", "C", "H", "C", "H", "H", "C", "H", "H", "H", "C", "N", "O", "H", "H", "C", "C", "N", "H", "N", "H", "C", "H", "N", "N", "H", "O", "H", "H", "H", "H", "O", "H", "H", "H", "C", "N", "H", "N", "H", "N", "H", "H", "H", "H", "H", "N", "H", "H", "O", "H", "O", "H", "N", "H", "H", "O", "H", "H", "H", "C", "C", "N", "H", "H", "C", "P", "H", "N", "N", "C", "C", "C", "H", "H", "C", "H", "C", "C", "H", "C", "H", "C", "O", "C"], "coordinates": [[0.816964, -1.949173, 5.652195], [1.401297, -2.681500, 6.202339], [1.822692, -3.140979, 2.204813], [-1.359557, -1.489194, -2.438677], [3.124924, 0.892168, 1.092507], [4.506728, 2.776904, -3.736665], [-7.505883, -0.976460, -0.643768], [2.467783, 8.494425, -3.869459], [0.418988, -6.717266, 3.996707], [-0.779123, -1.933643, -5.680285], [0.962293, 6.734398, -4.271368], [1.173532, -1.255120, -6.023665], [5.668627, -0.211036, -3.795745], [2.831862, 1.946984, 5.913656], [0.002317, -5.901471, 2.110825], [-0.581122, -1.446721, -1.577036], [-3.878962, -0.349626, -4.027227], [2.208276, -0.872197, -5.504119], [-6.076632, 1.961487, -4.375033], [1.239493, -2.309385, -0.954286], [-0.031117, -2.373704, 4.643710], [0.896535, -2.847322, 1.571212], [-5.510572, 1.166370, -4.608558], [0.169310, -1.549835, -4.288363], [2.431905, 5.126858, 6.120259], [-6.350562, -0.357953, -2.275789], [0.200597, 1.436998, -0.045779], [1.583214, -0.283366, 6.690349], [0.084515, -1.615333, -5.286064], [3.071959, 2.914085, 6.035422], [0.563627, 2.361207, -0.503097], [-4.510279, 1.271971, -2.572017], [-6.708858, -0.707369, 1.205017], [-1.320488, 0.558288, 3.616590], [0.096231, 1.655018, 1.033507], [4.027563, 3.159542, 6.209231], [6.505726, 1.990748, -3.001113], [-3.960687, -0.805897, -4.915174], [4.752690, 3.708227, -3.446973], [-0.827279, -0.400096, 1.645372], [-0.160706, -2.276435, 0.683610], [-0.531689, -7.688900, 3.829911], [1.807642, -1.094472, -7.946652], [3.155189, 7.815763, -3.604514], [1.240074, -5.121486, 3.035180], [-6.531723, -0.574494, 0.227284], [3.399107, -0.815826, 0.842652], [3.374533, 5.416864, 6.295869], [0.181453, -1.665244, -7.823916], [-2.096493, -1.397839, 0.787109], [2.214931, -0.277576, 2.082413], [1.679078, 6.089978, -3.998641], [0.246733, 1.401141, 5.471199], [-7.896044, -1.046856, -2.634691], [0.901243, 3.498916, 5.736744], [4.137398, 0.352161, -4.367767], [-8.553733, -1.478119, -0.274658], [-1.712593, -3.102107, 2.780583], [5.025783, 0.544494, -3.936873], [-0.654199, -8.342296, 4.580624], [4.064912, 8.128440, -3.320398], [1.096128, -6.632556, 5.004283], [-5.665751, -0.157341, -0.062113], [1.480213, 5.107319, -4.009924], [3.613639, 2.623119, -4.162323], [-0.706498, -0.115468, 4.220404], [5.420065, 1.785673, -3.522907], [-7.209205, -0.769078, -1.959780], [-3.213826, -0.699446, -3.355953], [1.710779, 5.821409, 6.063352], [2.617052, -0.083820, 1.078051], [1.377960, 0.027420, -0.278608], [-5.621034, 0.737218, -5.507058], [0.550034, -5.849199, 2.947997], [1.022437, -1.353022, -7.378634], [-1.194972, -1.403840, 1.418141], [0.494148, -1.599835, -0.569927], [-1.672042, -2.008746, 2.792732], [-0.809108, 1.176082, -0.391389], [-0.108769, -3.430711, 4.387369], [-4.623059, 0.732113, -3.663277], [-1.100015, -7.777424, 3.009969], [2.931995, 6.468855, -3.604633], [2.057446, 3.824917, 5.950027], [-0.713332, -3.159603, 0.312988], [0.128765, 0.338895, 5.218000], [-2.662395, -1.558121, 2.958908], [0.885005, -0.591706, 5.910802], [3.787248, 5.665050, -3.276971], [-0.792326, -1.465293, 3.921955]], "forces_ev_per_angstrom": [[-0.260, -0.143, -0.299], [-0.011, 0.228, -0.032], [-1.236, 0.039, -0.861], [0.902, 0.311, 1.419], [-0.294, -0.169, -0.120], [0.254, 0.146, 0.110], [-0.004, 0.019, 0.022], [-0.021, -0.028, -0.005], [-0.011, -0.019, -0.060], [0.011, -0.004, -0.014], [0.022, 0.022, 0.008], [-0.117, -0.035, 0.044], [0.010, 0.024, 0.005], [0.017, 0.014, -0.022], [0.013, -0.073, 0.001], [-0.073, -0.453, -1.179], [0.045, -0.028, 0.268], [0.127, 0.088, -0.027], [0.012, -0.006, -0.004], [-0.115, 0.382, -0.186], [-0.110, -0.409, 0.033], [1.063, 0.824, 0.167], [-0.170, 0.170, 0.105], [-0.121, 0.031, -0.008], [-0.078, 0.126, -0.002], [0.023, 0.113, 0.124], [-0.423, -0.498, 1.746], [-0.256, 0.198, -0.102], [0.096, -0.010, 0.063], [-0.032, -0.145, -0.002], [0.051, -0.465, -0.268], [-0.174, -0.145, 0.055], [-0.036, 0.006, -0.018], [0.190, 0.127, 0.343], [-0.092, 0.003, -0.312], [-0.008, 0.027, -0.005], [-0.042, -0.026, -0.013], [-0.056, 0.039, -0.012], [-0.179, 0.045, -0.028], [-0.052, -0.123, -0.451], [-0.251, -0.914, 0.211], [-0.064, -0.105, 0.077], [-0.003, -0.008, 0.014], [0.110, 0.074, 0.041], [-0.013, -0.052, -0.074], [0.127, -0.039, 0.180], [-0.408, 0.021, -0.082], [0.009, -0.037, -0.005], [-0.010, -0.015, 0.038], [0.444, 0.473, -0.121], [0.158, -0.005, -0.197], [-0.040, -0.125, -0.013], [-0.277, -0.454, -0.284], [-0.024, -0.012, 0.049], [0.051, 0.089, 0.017], [-0.003, -0.034, 0.013], [0.053, 0.016, -0.007], [-0.092, 0.207, 0.071], [-0.033, -0.169, -0.063], [0.010, 0.017, -0.001], [-0.005, -0.019, -0.006], [-0.053, 0.007, -0.020], [-0.068, 0.067, -0.101], [-0.005, 0.013, 0.011], [0.014, -0.076, 0.001], [-0.654, 0.220, -0.761], [-0.127, -0.039, -0.050], [-0.036, -0.070, -0.254], [0.112, -0.036, -0.094], [0.001, -0.018, 0.001], [-0.549, 0.040, 0.709], [1.520, 0.836, -2.488], [0.039, -0.019, 0.007], [0.076, 0.111, 0.154], [0.121, 0.058, -0.098], [-0.572, -1.061, 0.666], [-0.884, 0.074, 1.541], [0.445, 1.826, -0.157], [0.336, 0.142, -0.197], [0.079, 0.185, 0.180], [0.208, -0.068, -0.315], [0.023, 0.021, -0.013], [-0.023, 0.057, -0.018], [0.059, -0.025, 0.001], [0.126, 0.180, 0.138], [0.391, 0.490, 0.325], [0.013, -0.612, -0.091], [0.807, -0.132, 0.796], [-0.049, 0.029, -0.019], [0.049, -1.310, -0.195]]}